[1]
{
  "formula": "C2H8N4",
  "method": "the ωB97M-V functional and the def2-TZVPD basis",
  "relative_energy_kcal_mol": 8.64,
  "spin_multiplicity": 2,
  "gap_ev": [2.8, 9.4],
  "energy_ha": -299.93517,
  "total_charge": -1,
  "symbols": ["N", "C", "N", "H", "H", "H", "H", "N", "C", "N", "H", "H", "H", "H"],
  "coordinates": [[1.5357, 0.6588, 0.2289], [1.3714, -0.0339, 1.4040], [0.7461, -1.1333, 1.6106], [1.0042, 0.5317, -0.6094], [2.2688, 1.3022, 0.1194], [1.9684, 0.3289, 2.2792], [0.8641, -1.3189, 2.6359], [-0.5050, -0.7800, -1.0194], [-1.5323, 0.0919, -0.8588], [-1.8252, 1.1814, -1.5135], [-0.1475, -1.1343, -0.1936], [-0.1746, -1.1894, -1.9175], [-2.1958, -0.1378, 0.0443], [-2.2822, 1.7812, -0.7751]],
  "atomic_forces_ev_per_a": [[-0.85, -0.90, 0.75], [1.55, 0.06, 0.32], [-0.55, 0.29, 0.17], [-0.25, -0.43, 0.18], [1.08, 1.04, 0.61], [-0.25, 0.48, -1.01], [-0.23, -0.08, -0.86], [-1.02, -0.28, -3.99], [-1.68, 1.63, 1.09], [0.85, -0.57, 1.38], [0.69, -1.63, 2.23], [-0.43, 1.04, 1.17], [1.49, 0.26, -0.58], [-0.38, -0.92, -1.46]]
}

***

[2]
{
  "formula": "C2H6N2O",
  "method": "the ωB97M-V functional and the def2-TZVPD basis",
  "relative_energy_kcal_mol": 137.29,
  "gap_ev": 9.9,
  "energy_ha": -264.36853,
  "symbols": ["C", "C", "N", "N", "O", "H", "H", "H", "H", "H", "H"],
  "coordinates": [[-2.1077, -0.0401, 0.1329], [2.0753, -0.0826, 0.0495], [-0.5946, -0.2576, 0.0255], [0.2249, 0.6559, -0.0567], [0.3302, 1.8355, -0.1827], [-2.3178, 1.0773, 0.4383], [-2.2950, -0.7200, 0.9002], [-2.3779, -0.3724, -0.8584], [2.0838, -1.1142, -0.4533], [2.5046, 0.6847, -0.4028], [2.2147, -0.2375, 1.0739]],
  "atomic_forces_ev_per_a": [[3.01, 3.40, -0.58], [-5.08, -4.17, -0.27], [-0.87, 0.18, 0.50], [4.64, -3.87, 0.21], [-1.56, 2.14, -0.03], [-0.04, -2.28, -0.89], [-1.12, -0.98, 1.06], [-1.08, 0.23, 0.00], [-0.15, 1.88, 0.39], [2.08, 3.17, -1.90], [0.17, 0.30, 1.52]]
}

***

[3]
{
  "formula": "C5H16NS",
  "method": "the ωB97M-V functional and the def2-TZVPD basis",
  "relative_energy_kcal_mol": 5.47,
  "gap_ev": 9.9,
  "energy_ha": -652.80498,
  "total_charge": 1,
  "symbols": ["C", "C", "N", "H", "H", "H", "H", "H", "H", "H", "H", "C", "C", "C", "S", "H", "H", "H", "H", "H", "H", "H", "H"],
  "coordinates": [[1.1950, 2.3358, 2.4213], [0.1404, 1.2557, 2.2451], [-0.8399, 1.6549, 1.1668], [1.8151, 2.0804, 3.2734], [1.8328, 2.4223, 1.5436], [0.7305, 3.2972, 2.6226], [0.5504, 0.2974, 1.9363], [-0.4398, 1.1289, 3.1526], [-1.3536, 2.4863, 1.4617], [-1.5211, 0.9114, 0.9186], [-0.3478, 1.9130, 0.3050], [1.1209, -2.2567, -2.4620], [-0.3469, -2.0304, -2.1060], [-0.5164, -0.8091, -1.2232], [-2.2619, -0.4746, -0.7903], [1.2378, -3.1203, -3.1120], [1.7137, -2.4240, -1.5606], [1.5471, -1.3881, -2.9688], [-0.9352, -1.8885, -3.0140], [-0.7378, -2.9135, -1.5901], [-0.1610, 0.0832, -1.7411], [0.0589, -0.9188, -0.3051], [-2.4815, -1.6427, -0.1740]],
  "atomic_forces_ev_per_a": [[-0.21, -0.32, -0.13], [0.03, 0.21, -0.15], [0.20, 0.40, 0.15], [0.12, 0.00, 0.07], [0.05, 0.02, -0.04], [-0.02, 0.15, 0.06], [0.07, 0.00, 0.09], [-0.09, -0.14, 0.05], [-0.09, -0.01, -0.02], [0.01, -0.11, -0.21], [-0.07, -0.15, 0.12], [0.00, 0.16, 0.16], [0.17, -0.11, -0.18], [-0.17, -0.04, 0.08], [0.10, 0.04, 0.00], [0.01, -0.02, -0.01], [0.02, -0.08, -0.02], [-0.06, -0.03, -0.06], [-0.05, -0.07, 0.03], [-0.04, 0.10, -0.06], [-0.03, 0.06, -0.05], [0.11, -0.02, 0.07], [-0.05, -0.02, 0.06]]
}

***

[4]
{
  "formula": "C7H28AsF6N14O7",
  "method": "the ωB97M-V functional and the def2-TZVPD basis",
  "gap_ev": 10.0,
  "energy_ha": -4412.30826,
  "total_charge": -1,
  "symbols": ["As", "F", "F", "F", "F", "F", "F", "C", "O", "N", "N", "H", "H", "H", "H", "C", "O", "N", "N", "H", "H", "H", "H", "C", "O", "N", "N", "H", "H", "H", "H", "C", "O", "N", "N", "H", "H", "H", "H", "C", "O", "N", "N", "H", "H", "H", "H", "C", "O", "N", "N", "H", "H", "H", "H", "C", "O", "N", "N", "H", "H", "H", "H"],
  "coordinates": [[0.0543, -0.6114, -1.2423], [-1.0770, -1.8773, -0.9488], [-0.9634, 0.6006, -0.4523], [1.3154, 0.4841, -1.4982], [1.0544, -1.7839, -1.9204], [-0.8278, -0.3290, -2.6820], [0.7018, -0.9404, 0.2906], [2.2286, 0.6811, 2.7065], [3.0311, 0.6480, 1.7781], [2.1599, -0.3792, 3.6044], [1.3692, 1.7255, 2.9270], [2.8253, -1.0751, 3.3722], [1.4570, -0.4803, 4.3131], [0.5193, 1.5191, 3.4806], [1.1371, 2.3231, 2.1546], [3.8748, -2.5251, 1.0778], [3.7166, -3.6765, 1.4579], [3.2989, -1.9680, 0.0000], [4.8193, -1.7694, 1.6414], [2.5526, -2.3501, -0.4767], [3.3247, -0.9718, -0.0452], [5.0443, -2.2670, 2.5005], [4.5689, -0.7210, 1.6551], [-1.1389, -1.7911, 4.0092], [-0.9998, -0.6753, 4.5529], [-1.3114, -2.0111, 2.7077], [-1.0489, -2.8603, 4.8160], [-1.3923, -2.9999, 2.3422], [-1.0103, -1.2589, 2.0895], [-1.1151, -2.6451, 5.7884], [-0.9281, -3.7598, 4.4494], [-4.7763, 1.6694, -1.8942], [-5.7969, 2.2423, -2.1940], [-3.5664, 2.3417, -1.5612], [-4.6585, 0.3209, -1.8671], [-2.7403, 1.8184, -1.2470], [-3.7323, 3.2949, -1.2630], [-3.7594, -0.1259, -2.0418], [-5.5415, -0.1652, -2.0708], [-2.3903, 4.6069, -5.7134], [-2.8320, 5.7455, -5.6423], [-1.0162, 4.3328, -5.4857], [-3.1638, 3.5625, -6.2216], [-0.7198, 3.4090, -5.1495], [-0.6714, 5.1685, -4.9889], [-4.1714, 3.6916, -5.9605], [-2.9514, 2.6211, -6.2281], [1.1816, 4.1033, -0.4829], [0.6227, 5.0161, 0.1141], [1.1993, 3.9769, -1.9526], [2.0835, 3.3104, 0.0870], [1.2646, 3.0087, -2.2433], [0.3498, 4.3983, -2.3521], [2.5139, 2.4684, -0.4025], [2.3127, 3.5426, 1.0336], [-0.0232, -5.1791, 1.6420], [-1.1050, -5.0325, 2.2746], [0.0775, -5.1032, 0.2803], [1.1736, -5.4072, 2.3004], [-0.5566, -4.6566, -0.3345], [1.0077, -5.0284, -0.1446], [1.0817, -5.1903, 3.3244], [2.0631, -5.0159, 1.9355]],
  "atomic_forces_ev_per_a": [[-2.30, -0.05, 1.29], [-0.95, -0.49, 0.43], [0.18, -0.07, -0.41], [0.67, 1.69, -0.67], [1.15, -1.36, -1.23], [0.33, 0.64, -0.92], [0.56, -0.19, 1.52], [-0.65, -1.01, 0.46], [0.32, 0.42, -0.05], [0.15, 1.82, -0.97], [-1.18, -0.37, 0.98], [0.17, -0.83, 0.21], [-0.23, -0.09, -0.01], [0.92, -0.01, -0.34], [0.27, -0.13, -0.40], [-0.47, -0.75, -1.69], [-0.81, -1.28, 0.21], [1.27, 0.92, 0.48], [0.50, 2.70, 1.44], [-1.68, -1.16, -0.72], [-0.05, 0.49, -0.08], [0.41, 0.93, 0.06], [0.69, -2.07, 0.44], [0.77, 1.48, 1.23], [-0.12, 0.06, -0.95], [-0.04, -1.00, -1.55], [-0.30, 0.03, 0.50], [0.23, 1.63, 0.54], [-0.30, -0.50, 0.07], [0.15, -0.28, 0.22], [-0.15, -1.41, -0.30], [2.38, 0.76, 0.33], [-0.59, 0.48, 0.23], [-1.19, -0.60, -0.48], [-0.61, -1.25, -0.26], [-0.74, 0.50, 0.08], [0.43, -0.31, -0.09], [-0.56, 0.09, 0.27], [1.11, 0.24, -0.07], [0.64, -0.36, -0.81], [0.37, -1.00, 0.33], [-1.12, 0.79, 0.43], [-2.51, 2.68, 0.88], [-0.36, 0.82, -0.11], [0.25, -1.05, -0.33], [1.47, 0.05, -0.63], [1.25, -1.94, 0.29], [0.26, 1.79, -2.32], [-0.07, -0.84, -0.65], [-1.33, 0.31, 1.65], [1.21, -2.50, -0.44], [0.02, -0.07, -0.01], [0.55, -0.27, 0.40], [-0.91, 1.77, 1.29], [0.26, -0.31, 0.14], [-0.99, 1.13, 0.76], [1.78, -0.34, -1.15], [1.80, -0.41, -0.29], [0.18, 0.68, 1.43], [-1.30, 0.40, 0.27], [-0.40, -0.28, 0.76], [0.04, -0.50, -1.64], [-0.84, -0.23, -0.07]]
}